[1]
{
  "formula": "C3H5LiO3Sn",
  "method": "ωB97M-V/def2-TZVPD",
  "charge": 1,
  "s_squared": 0.754,
  "spin_multiplicity": 2,
  "lumo_ev": [-4.17, -4.65],
  "gap_ev": [6.4332, 9.1958],
  "max_force_ev_per_a": 9.8,
  "symbols": ["O", "C", "C", "O", "O", "C", "H", "H", "H", "H", "H", "Sn", "Li"],
  "coordinates": [[-1.350, -0.058, -0.194], [-1.081, -0.944, 0.774], [-0.412, 0.129, -1.265], [-0.577, -1.575, 1.738], [0.763, 0.217, 0.569], [0.621, 1.015, -0.563], [-0.921, 0.656, -2.079], [0.056, -0.826, -1.544], [0.204, 2.003, -0.312], [1.575, 1.036, -1.112], [-2.059, -1.484, 0.680], [0.614, 0.003, 2.450], [2.567, -0.171, 0.858]]
}


[2]
{
  "formula": "C6H11NO",
  "method": "ωB97M-V/def2-TZVPD",
  "spin_multiplicity": 1,
  "lumo_ev": 0.95,
  "smiles": "CC1=C(C)[C@H](C)NO1",
  "gap_ev": 9.3624,
  "max_force_ev_per_a": 4.7,
  "symbols": ["C", "C", "C", "C", "C", "C", "N", "O", "H", "H", "H", "H", "H", "H", "H", "H", "H", "H", "H"],
  "coordinates": [[-2.580, -0.792, 0.299], [-1.078, -0.602, 0.282], [-0.246, 0.433, 0.195], [-0.210, 1.907, 0.540], [1.221, -0.385, 0.137], [2.362, 0.203, -0.736], [0.778, -1.638, -0.427], [-0.511, -1.863, 0.030], [-3.099, -1.198, -0.595], [-3.144, 0.085, 0.654], [-2.987, -1.679, 0.947], [-1.289, 2.212, 0.476], [0.371, 2.356, -0.183], [0.030, 2.087, 1.561], [1.587, -0.677, 1.117], [3.206, -0.487, -0.567], [2.600, 1.190, -0.457], [2.104, 0.341, -1.809], [0.884, -1.492, -1.462]]
}


[3]
{
  "formula": "C3H3NO3",
  "method": "ωB97M-V/def2-TZVPD",
  "spin_multiplicity": 1,
  "lumo_ev": -0.27,
  "smiles": "[H]/N=C(/C=O)OC=O",
  "gap_ev": 10.0904,
  "max_force_ev_per_a": 1.1,
  "symbols": ["H", "N", "C", "C", "O", "O", "C", "O", "H", "H"],
  "coordinates": [[2.066, 1.435, -0.238], [1.486, 1.121, 0.526], [0.562, 0.318, 0.256], [-0.479, 0.331, 1.390], [-0.378, 1.282, 2.120], [0.508, -0.354, -0.969], [-0.569, -1.051, -1.408], [-1.594, -1.214, -0.813], [-1.255, -0.425, 1.547], [-0.347, -1.444, -2.412]]
}


[4]
{
  "formula": "C6H10O",
  "method": "ωB97M-V/def2-TZVPD",
  "spin_multiplicity": 1,
  "lumo_ev": 1.00,
  "smiles": "C[C@H]1C[C@H]1CC=O",
  "gap_ev": 10.6449,
  "max_force_ev_per_a": 0.6,
  "symbols": ["C", "C", "C", "C", "C", "C", "O", "H", "H", "H", "H", "H", "H", "H", "H", "H", "H"],
  "coordinates": [[-1.851, -0.313, 0.357], [-1.081, 0.778, -0.350], [0.057, 1.457, 0.348], [0.340, 0.545, -0.816], [0.998, -0.815, -0.664], [2.008, -0.988, 0.451], [2.525, -0.113, 1.103], [-2.704, 0.104, 0.903], [-1.223, -0.838, 1.085], [-2.236, -1.060, -0.347], [-1.691, 1.400, -1.002], [0.209, 2.523, 0.203], [0.326, 1.103, 1.339], [0.605, 1.060, -1.735], [1.556, -1.063, -1.581], [0.255, -1.621, -0.560], [2.277, -2.049, 0.643]]
}